(1)
300
Properties=species:S:1:pos:R:3 method="wB97M-V/def2-TZVPD" e_lumo_ev=0.47 homo_ha=-0.2927 total_charge=0 energy_ev=-207297.368 mol_weight_g_mol=2051.18 orbital_gap_ev=8.43 multiplicity=1
C -26.303 9.000 12.017
O -27.204 7.913 11.879
C -28.022 7.851 10.715
C -28.932 6.608 10.878
N -29.544 6.471 12.138
C -30.456 7.583 12.552
C -31.672 7.561 11.702
O -31.469 8.221 10.409
C -32.712 8.145 9.714
H -25.571 9.224 11.160
H -25.676 8.746 12.866
H -26.807 9.992 12.147
H -27.324 7.919 9.894
H -28.668 8.773 10.573
H -28.421 5.704 10.685
H -29.807 6.691 10.142
H -28.803 6.489 12.812
H -29.999 8.554 12.547
H -30.682 7.427 13.595
H -32.449 8.144 12.283
H -32.004 6.570 11.406
H -32.625 8.764 8.791
H -33.551 8.444 10.346
H -32.991 7.056 9.460
C -33.213 9.337 -4.313
O -33.257 8.985 -2.897
C -33.048 7.579 -2.802
C -32.838 7.342 -1.319
N -34.013 7.668 -0.562
C -33.883 7.703 0.853
C -33.649 6.340 1.480
O -33.567 6.532 2.908
C -33.102 5.413 3.518
H -32.190 9.253 -4.681
H -33.623 10.300 -4.425
H -33.846 8.679 -4.946
H -32.204 7.396 -3.448
H -33.922 6.998 -3.108
H -31.974 7.859 -0.941
H -32.512 6.304 -1.240
H -34.543 8.433 -0.968
H -34.706 8.157 1.348
H -33.034 8.301 1.225
H -32.659 5.919 1.085
H -34.512 5.636 1.392
H -33.628 4.474 3.316
H -33.134 5.513 4.575
H -32.100 5.137 3.206
C -26.965 -6.293 7.373
O -27.683 -5.444 6.574
C -29.086 -5.700 6.685
C -29.792 -4.564 6.033
N -29.617 -4.637 4.619
C -30.642 -4.079 3.663
C -30.168 -4.215 2.265
O -28.977 -3.509 2.198
C -28.265 -3.826 1.026
H -26.971 -7.332 6.983
H -27.410 -6.396 8.390
H -25.954 -5.902 7.364
H -29.450 -5.749 7.747
H -29.401 -6.617 6.218
H -29.544 -3.652 6.553
H -30.850 -4.719 6.157
H -28.696 -4.334 4.306
H -30.645 -2.972 3.886
H -31.558 -4.658 3.842
H -30.930 -3.745 1.589
H -30.015 -5.246 1.982
H -27.371 -3.149 1.030
H -28.942 -3.684 0.116
H -27.838 -4.868 1.017
C -26.592 3.081 11.080
O -26.104 3.926 12.142
C -25.021 4.659 11.748
C -24.265 5.136 12.956
N -24.143 4.085 13.955
C -23.243 4.502 15.079
C -23.055 3.392 16.151
O -24.105 3.316 17.162
C -23.992 2.184 18.021
H -27.483 2.568 11.419
H -25.834 2.336 10.748
H -26.980 3.709 10.166
H -25.403 5.523 11.188
H -24.439 4.130 11.025
H -24.688 6.036 13.373
H -23.204 5.377 12.675
H -25.071 4.032 14.382
H -23.464 5.474 15.506
H -22.245 4.487 14.558
H -22.160 3.530 16.748
H -23.014 2.461 15.589
H -23.879 1.290 17.364
H -24.903 2.215 18.625
H -23.247 2.333 18.781
C -30.522 4.372 16.687
O -31.476 3.347 16.157
C -30.972 2.381 15.225
C -32.099 1.580 14.710
N -32.952 2.348 13.870
C -34.261 1.767 13.639
C -35.045 1.547 14.866
O -35.271 2.798 15.500
C -36.006 2.609 16.699
H -29.715 4.607 15.986
H -30.121 3.939 17.593
H -31.183 5.245 16.941
H -30.243 1.736 15.791
H -30.341 2.779 14.349
H -32.607 1.185 15.603
H -31.591 0.865 14.121
H -33.016 3.262 14.253
H -34.128 0.808 13.154
H -34.781 2.484 12.951
H -34.600 0.831 15.540
H -35.971 1.246 14.425
H -36.814 1.910 16.442
H -36.356 3.491 17.190
H -35.410 2.148 17.478
C -37.537 -2.449 6.809
O -36.924 -3.409 7.612
C -35.701 -3.039 8.269
C -35.752 -1.757 9.086
N -36.842 -1.742 10.043
C -36.831 -0.779 11.068
C -35.942 -1.260 12.301
O -36.470 -2.536 12.632
C -36.173 -2.843 13.971
H -38.519 -2.962 6.609
H -36.900 -2.271 5.878
H -37.658 -1.492 7.346
H -34.918 -2.950 7.475
H -35.503 -3.839 8.897
H -35.905 -0.876 8.474
H -34.783 -1.488 9.509
H -37.222 -2.611 10.363
H -37.858 -0.814 11.497
H -36.479 0.179 10.726
H -35.986 -0.514 13.125
H -34.874 -1.358 12.016
H -36.477 -3.850 14.209
H -36.571 -2.123 14.619
H -35.005 -2.915 14.134
C -35.387 10.747 9.054
O -35.486 9.553 8.319
C -34.788 9.636 7.062
C -34.786 8.269 6.427
N -36.157 8.028 5.913
C -36.361 6.664 5.479
C -37.531 6.480 4.572
O -38.716 7.001 5.245
C -39.827 6.949 4.390
H -36.007 10.544 9.964
H -35.822 11.587 8.416
H -34.365 10.902 9.359
H -33.713 9.846 7.411
H -35.162 10.472 6.432
H -34.372 7.500 7.142
H -34.105 8.215 5.606
H -36.786 8.123 6.653
H -36.480 5.994 6.337
H -35.442 6.264 5.046
H -37.615 5.410 4.439
H -37.363 7.109 3.635
H -40.754 7.004 4.980
H -39.878 6.009 3.826
H -39.849 7.734 3.560
C -37.110 8.279 11.328
O -36.354 7.132 11.160
C -37.122 6.072 10.703
C -37.573 6.284 9.266
N -39.056 6.474 9.135
C -39.848 5.258 9.301
C -39.512 4.176 8.241
O -38.506 3.339 8.842
C -37.598 2.684 7.916
H -36.533 9.131 11.691
H -37.885 8.073 12.076
H -37.547 8.673 10.411
H -38.019 5.962 11.343
H -36.526 5.161 10.902
H -37.208 5.491 8.573
H -37.055 7.171 8.927
H -39.129 6.850 8.170
H -40.881 5.505 9.158
H -39.807 4.802 10.308
H -39.067 4.667 7.327
H -40.339 3.530 8.016
H -38.136 2.161 7.129
H -36.875 1.979 8.467
H -37.011 3.407 7.321
C -30.129 3.454 11.739
O -30.086 2.071 11.437
C -30.326 1.768 10.125
C -31.707 2.094 9.529
N -32.704 1.439 10.389
C -34.115 1.792 10.064
C -34.439 3.233 9.820
O -34.131 3.491 8.453
C -33.963 4.833 8.015
H -29.302 3.792 12.363
H -31.079 3.774 12.193
H -30.090 3.992 10.768
H -30.374 0.715 10.107
H -29.545 2.132 9.408
H -31.699 1.606 8.531
H -31.815 3.194 9.343
H -32.438 1.599 11.362
H -34.662 1.349 10.920
H -34.384 1.166 9.245
H -33.784 3.782 10.469
H -35.531 3.471 9.999
H -34.169 4.766 6.942
H -32.977 5.264 8.157
H -34.693 5.466 8.431
C -26.971 7.430 3.939
C -27.092 5.911 3.967
O -27.362 5.389 5.334
C -28.580 5.082 5.701
O -29.538 4.973 4.982
C -28.644 4.783 7.229
F -28.773 3.507 7.379
F -27.561 5.266 7.799
F -29.665 5.376 7.905
H -26.826 7.734 2.894
H -26.130 7.726 4.520
H -27.932 7.831 4.295
H -26.248 5.444 3.554
H -27.818 5.482 3.314
C -32.321 2.768 5.437
C -33.215 1.589 5.742
O -32.319 0.567 6.241
C -32.916 -0.628 6.423
O -34.041 -0.976 6.154
C -32.011 -1.728 7.021
F -31.926 -1.687 8.292
F -32.524 -2.968 6.715
F -30.782 -1.652 6.500
H -33.041 3.595 5.328
H -31.663 2.775 4.555
H -31.641 3.052 6.233
H -33.664 1.138 4.830
H -33.932 1.771 6.495
C -27.103 1.665 14.560
C -27.007 2.142 15.975
O -26.872 3.600 16.009
C -26.825 4.185 17.222
O -26.993 3.588 18.297
C -26.641 5.731 17.050
F -26.051 6.048 15.878
F -27.871 6.333 17.155
F -25.839 6.184 17.994
H -27.113 0.615 14.378
H -26.302 2.056 13.927
H -28.017 2.043 14.014
H -26.091 1.795 16.433
H -27.857 1.858 16.564
C -30.066 11.078 8.806
C -29.448 9.990 8.053
O -30.405 9.664 7.036
C -30.033 8.544 6.415
O -28.994 8.007 6.537
C -31.039 8.178 5.292
F -31.919 9.213 5.106
F -30.340 7.909 4.209
F -31.699 7.105 5.674
H -29.514 11.326 9.666
H -31.045 10.770 9.123
H -30.139 11.961 8.119
H -29.267 9.000 8.658
H -28.505 10.296 7.579
C -38.038 2.770 12.141
C -37.714 3.719 13.272
O -36.286 4.177 13.085
C -35.983 5.165 13.921
O -36.737 5.657 14.741
C -34.608 5.698 13.675
F -33.817 5.364 14.680
F -34.120 5.226 12.510
F -34.629 7.105 13.658
H -39.151 2.535 12.138
H -37.562 1.758 12.163
H -37.891 3.198 11.143
H -37.807 3.372 14.362
H -38.333 4.590 13.059
C -28.256 -2.504 12.293
C -29.695 -2.346 12.170
O -30.458 -2.896 13.278
C -30.469 -2.252 14.435
O -29.886 -1.322 14.908
C -31.541 -3.056 15.283
F -31.358 -4.352 15.144
F -31.384 -2.657 16.547
F -32.790 -2.787 14.900
H -27.918 -1.919 13.132
H -27.748 -2.192 11.381
H -27.943 -3.571 12.390
H -30.030 -2.813 11.304
H -30.110 -1.363 12.013

***

(2)
122
Properties=species:S:1:pos:R:3 method="wB97M-V/def2-TZVPD" e_lumo_ev="3.27 / 3.27" homo_ha="-0.0452 / -0.0451" s2=9.334 total_charge=-2 energy_ev=-378743.730 mol_weight_g_mol=1458.09 orbital_gap_ev="4.50 / 4.50" multiplicity=6
Dy -0.561 -1.609 -4.030
C 0.971 4.888 6.298
C 0.682 3.693 5.385
C 0.111 2.565 6.280
C 1.859 3.083 4.722
C 3.171 3.257 5.097
C 4.206 2.491 4.529
C 3.860 1.501 3.605
C 2.554 1.381 3.118
P 1.910 0.422 1.671
C 0.877 -0.918 2.414
C 1.122 -1.423 3.691
C 0.330 -2.440 4.223
C -0.757 -2.865 3.508
C -1.023 -2.364 2.238
C -0.201 -1.372 1.685
C 3.386 -0.627 1.178
C 3.915 -0.417 -0.107
C 5.070 -1.056 -0.470
C 5.721 -1.947 0.349
C 5.195 -2.219 1.601
C 4.022 -1.563 1.998
C 1.564 2.229 3.710
O 0.270 2.092 3.332
C -0.553 3.211 3.276
C -1.591 3.253 2.352
C -2.313 4.433 2.409
C -1.952 5.481 3.296
C -0.945 5.331 4.229
C -0.287 4.124 4.292
P -1.896 1.791 1.214
C -2.852 2.551 -0.163
C -4.228 2.683 -0.277
C -4.730 3.154 -1.456
C -3.917 3.644 -2.468
C -2.535 3.653 -2.259
C -1.987 3.050 -1.156
C -3.248 0.936 2.222
C -3.894 -0.161 1.613
C -4.814 -0.941 2.296
C -5.150 -0.594 3.592
C -4.534 0.465 4.206
C -3.550 1.210 3.563
H 1.633 4.558 7.021
H 0.073 5.216 6.819
H 1.342 5.794 5.800
H 0.709 2.526 7.167
H 0.257 1.625 5.852
H -0.871 2.765 6.512
H 3.437 4.044 5.766
H 5.224 2.592 4.903
H 4.681 0.884 3.224
H 2.049 -1.136 4.237
H 0.605 -2.832 5.224
H -1.464 -3.703 3.862
H -1.792 -2.669 1.575
H -0.406 -0.921 0.763
H 3.280 0.116 -0.777
H 5.426 -0.944 -1.456
H 6.630 -2.460 0.062
H 5.684 -2.978 2.177
H 3.654 -1.767 2.958
H -3.194 4.515 1.724
H -2.503 6.408 3.290
H -0.772 6.097 4.941
H -4.901 2.146 0.382
H -5.796 3.163 -1.693
H -4.393 4.003 -3.387
H -1.889 4.020 -3.032
H -0.901 3.008 -1.036
H -3.669 -0.395 0.572
H -5.209 -1.812 1.788
H -5.794 -1.291 4.138
H -4.804 0.776 5.229
H -2.949 1.947 4.037
Se -6.029 -3.089 -1.324
Sb -4.542 -1.279 -2.228
Se -2.816 -2.301 -5.763
Se -2.164 -1.740 -1.396
Se -4.790 -0.995 -4.854
O -3.609 -5.537 -1.258
H -4.444 -5.125 -1.584
H -3.039 -4.842 -0.957
N -2.020 1.749 -5.137
N -1.765 0.770 -4.110
H -2.691 1.316 -5.788
H -1.199 1.783 -5.689
H -2.711 0.518 -3.770
H -1.393 1.326 -3.298
F 4.453 2.355 -4.503
C 3.392 1.536 -4.625
C 2.794 1.292 -5.829
C 1.725 0.432 -5.861
C 1.135 -0.100 -4.734
C 1.708 0.280 -3.489
C 2.851 1.085 -3.445
H 3.271 1.700 -6.742
H 1.339 0.125 -6.857
H 1.262 -0.209 -2.603
H 3.373 1.359 -2.581
C 2.148 -3.379 -5.786
N 0.724 -3.542 -5.504
C 0.108 -3.790 -6.818
C 0.543 -4.653 -4.539
C 1.177 -4.336 -3.195
C 2.009 -5.264 -2.590
C 2.336 -5.055 -1.257
C 1.917 -3.915 -0.644
C 1.225 -2.929 -1.330
C 0.814 -3.092 -2.637
H 2.323 -2.457 -6.292
H 2.492 -4.204 -6.393
H 2.668 -3.342 -4.840
H 0.506 -4.693 -7.296
H 0.278 -2.982 -7.495
H -0.943 -3.961 -6.733
H 1.094 -5.576 -4.977
H -0.509 -4.915 -4.458
H 2.238 -6.152 -3.182
H 2.953 -5.722 -0.645
H 2.247 -3.753 0.372
H 0.904 -2.046 -0.784